C35H26N6O11PbS4Te | ωB97M-V/def2-TZVPD

Each line ends with the Mulliken charge.
Element x y z (Å)
Pb  0.475713  -1.034235  0.963279  1.672
Te  -1.776225  1.117757  0.419032  0.409
S  -0.731105  1.355802  3.381524  1.009
S  0.043115  -0.022343  -2.679319  -0.067
S  -0.215627  -1.806473  4.536263  1.140
S  -4.257093  -1.086401  0.937110  -0.020
O  0.398019  0.800997  2.656163  -0.073
O  -0.671381  7.125084  -4.033021  -0.611
O  0.143857  -2.175839  3.136113  -0.423
O  -0.537500  2.385250  4.339162  -0.725
O  0.649434  1.611369  -0.074292  0.247
O  -0.274055  -2.950740  5.403737  -0.754
O  2.492580  2.664537  0.639660  -0.662
O  6.997033  0.497834  2.766358  -0.642
O  0.520303  -0.676981  5.056540  -0.669
O  0.790443  8.270542  -2.943407  -0.608
O  -1.594543  2.052284  2.174936  -0.564
N  0.171624  7.246248  -3.162615  0.997
N  -0.041026  -3.520559  0.003454  0.276
N  0.035096  -1.443024  -1.763570  0.087
N  5.236482  1.937212  2.637815  -0.271
N  3.091119  -1.092125  0.671791  0.121
N  -0.241285  -2.910969  -3.571534  0.016
C  -4.860997  1.379789  1.007035  -0.456
C  -6.068380  0.668703  1.259253  -0.615
C  3.766595  -0.293641  1.502285  -0.518
C  5.889970  0.789410  2.346860  0.082
C  5.142816  -0.137515  1.422887  0.290
C  -0.248416  -1.958217  -4.616769  -0.341
C  -0.367183  -1.467305  -6.969668  -0.584
C  -0.080738  -6.145696  -0.825699  -0.473
C  -3.786826  0.560712  0.811087  0.303
C  -0.031792  -4.512306  0.893644  -0.385
C  -2.026537  0.224729  3.954118  0.156
C  1.795315  5.011427  -0.650627  -0.470
C  3.764079  -1.779423  -0.255997  -0.426
C  5.138902  -1.713483  -0.376069  -0.846
C  5.836195  -0.877279  0.483722  -0.294
C  -0.257912  -0.115766  -6.699795  -0.752
C  -1.858943  -1.126153  4.337274  0.272
C  -4.362318  0.069045  4.462198  -0.670
C  -0.361322  -2.386941  -5.927249  -0.625
C  -2.960125  -1.865584  4.723105  -0.461
C  0.465033  6.066571  -2.318744  0.025
C  1.505973  6.130029  -1.411674  -0.499
C  1.043542  3.851876  -0.785899  0.306
C  -0.073054  -3.799890  -1.304120  0.295
C  -4.210988  -1.271121  4.777411  -0.592
C  -3.278713  0.819739  4.044896  -0.759
C  -0.308194  4.930669  -2.465034  -0.711
C  -0.055710  -5.848460  0.520254  -0.955
C  -5.887643  -0.681866  1.243388  -0.590
C  -0.139493  -0.602422  -4.346475  0.902
C  -0.089845  -5.111443  -1.753138  -0.784
C  -0.143011  0.313595  -5.381759  -0.716
C  -0.087365  -2.621357  -2.245764  0.526
C  -0.014586  3.822741  -1.687024  -0.173
C  1.441921  2.622675  0.006451  -0.382
H  -1.119144  4.924309  -3.178568  0.496
H  2.614306  5.020969  0.055701  0.499
H  3.180248  0.222312  2.252755  0.735
H  -3.393000  1.870640  3.817538  0.452
H  6.914785  -0.786562  0.432836  0.484
H  -0.375246  -3.862358  -3.847493  0.016
H  5.651028  -2.301970  -1.126144  0.418
H  5.677011  2.588446  3.263179  0.208
H  0.001677  -4.206814  1.937042  0.608
H  -5.069272  -1.850841  5.095457  0.427
H  -0.046827  -6.627229  1.270892  0.469
H  -0.455858  -1.817886  -7.990005  0.381
H  -7.023797  1.144482  1.443976  0.392
H  -0.092625  -5.357149  -2.806295  0.354
H  -0.053022  1.372082  -5.152557  0.518
H  -0.444555  -3.449136  -6.136417  0.379
H  3.168789  -2.406466  -0.915846  0.388
H  -0.606606  2.927272  -1.782086  0.429
H  2.077920  7.041734  -1.322932  0.486
H  -6.628547  -1.457062  1.389740  0.427
H  -4.783363  2.460139  0.968949  0.462
H  -5.336955  0.535013  4.529111  0.418
H  -0.087158  -7.173772  -1.164139  0.425
H  4.365921  2.189365  2.183606  0.238
H  -0.256954  0.609069  -7.504036  0.396
H  -2.813984  -2.899653  5.016192  0.532

Atomic forces in eV per Å
0.5737 0.1022 0.1386
-1.1412 0.6067 -0.2935
-0.8047 0.8772 -1.4757
0.0012 0.1216 -0.0860
0.3030 0.4101 0.2889
0.0177 0.0042 0.1205
-0.3363 -0.2925 1.0611
0.1115 -0.0297 0.1545
0.1403 -0.1336 -0.2940
0.1250 -0.2782 0.0820
0.1139 -0.2389 -0.0189
-0.4139 -0.1826 -0.2910
0.1459 -0.1475 0.1452
-0.2404 0.1000 -0.1335
0.0726 -0.0933 -0.3235
-0.0724 -0.2075 -0.0030
0.4923 -0.3451 0.7138
-0.0129 0.0757 -0.0249
-0.0041 -0.0531 -0.0215
0.1045 -0.2993 0.2219
-0.1835 -0.1478 -0.1140
0.1508 -0.0802 0.0479
0.0315 0.1177 -0.0609
-0.1735 0.1374 -0.0674
0.0427 0.1840 0.0355
-0.0949 -0.0929 -0.2462
0.1033 0.0141 0.0120
-0.1095 0.1225 0.1941
-0.0104 -0.0833 -0.0689
-0.0097 -0.0409 -0.0436
0.0033 -0.0351 -0.0945
0.3320 -0.2141 0.1092
0.0138 0.2184 0.0042
0.3824 -0.7566 0.1843
0.0425 0.1054 0.0341
-0.1224 0.0577 0.0990
0.0555 0.0163 -0.0031
0.1440 -0.1023 -0.1346
0.0029 0.0675 0.0086
0.2064 0.7973 -0.0290
-0.2218 -0.0789 0.0162
-0.0117 -0.0832 -0.0075
0.0068 -0.0887 0.0205
-0.0482 0.0209 -0.0218
0.0880 0.1649 -0.0019
-0.0246 -0.0671 -0.1169
-0.0166 0.0535 0.0462
-0.1231 -0.0098 -0.0340
0.2089 0.0603 0.0193
-0.1010 -0.0136 -0.1032
-0.0011 -0.0422 0.0499
0.0025 -0.1520 -0.0208
0.0230 -0.0034 0.1988
0.0239 -0.0426 -0.0961
0.0046 0.1017 0.0075
-0.0712 0.1049 -0.0132
0.0380 0.1192 -0.0114
0.0787 -0.3188 0.2197
0.0053 0.0026 -0.0001
-0.0199 -0.0340 -0.0274
-0.0236 0.0922 0.0052
-0.0330 -0.0669 -0.0835
-0.0413 -0.0087 0.0283
-0.0444 -0.0954 -0.0157
-0.0269 0.0414 0.0209
0.0087 0.0312 0.0152
-0.0119 -0.0190 -0.0649
0.0297 0.0160 -0.0174
-0.0018 0.0529 -0.0089
0.0032 0.0164 0.0404
0.0793 -0.0510 -0.0334
0.0080 -0.0417 0.0611
-0.0002 -0.0972 -0.0518
0.0030 0.0495 -0.0003
0.0569 0.0570 0.0500
-0.0292 -0.1152 -0.0180
0.0086 -0.0030 0.0110
0.0759 0.1187 -0.0333
-0.0542 -0.0741 0.0222
0.0307 0.0108 0.0199
-0.0084 0.0208 -0.0021
0.1279 0.0172 0.0298
-0.0090 -0.0413 0.0394
0.0282 0.1140 0.0343

ΔE to the lowest compared entry with this formula, charge and spin (kJ/mol): 140.06
E_LUMO (eV): -1.16
E_tot (eV): -124060.2614